(1)
28
Properties=species:S:1:pos:R:3:forces:R:3 method="wB97M-V/def2-TZVPD" lumo_energy_ev=-3.06 charge=+1 total_energy_ha=-1327.273080 de_lowest_ev=2.410 gap_ha=0.393 mol_weight_g_mol=209.140 multiplicity=1 e_homo_ev=-13.74
C -2.7984 2.3200 0.7269 -1.4 2.3 -1.9
C -1.9217 1.4233 0.9021 4.1 -3.7 -1.4
C -2.7540 -1.6491 0.3056 0.8 0.5 2.2
C -1.2962 -1.1856 0.1710 -0.6 2.5 1.2
C 3.9649 -0.8228 -0.2818 -0.2 1.1 0.0
C 2.9499 0.1923 0.2004 -1.0 -0.3 0.5
C 1.5751 0.0292 -0.5221 0.1 -1.4 1.7
C 0.5378 0.9220 0.1054 -2.2 1.7 1.7
C -1.0175 0.7753 -0.1638 0.5 -4.0 1.2
N -2.0181 -1.7548 -0.9373 0.1 0.0 -1.7
Cl 0.6867 2.6480 -0.4707 0.9 -0.1 0.4
Cl -1.4114 0.9050 -1.8752 -0.3 0.4 0.3
H -3.2440 2.7077 1.5514 -1.5 1.0 2.5
H -3.0475 2.8913 -0.1610 0.3 -0.6 -0.4
H -1.5995 0.9551 1.8308 -0.6 0.5 0.3
H -3.0996 -2.5634 0.8337 0.7 0.7 -0.6
H -3.3830 -0.7646 0.4663 -0.3 -0.6 -0.9
H -0.4949 -1.6962 0.7271 -0.4 0.0 -0.9
H 3.8781 -1.7787 0.1398 -0.3 -1.4 0.6
H 4.9514 -0.4822 -0.1099 1.1 0.4 0.6
H 3.9450 -0.8956 -1.3393 -0.4 -0.2 -1.2
H 2.6973 0.1425 1.2610 0.3 -0.7 0.3
H 3.4038 1.1698 0.2016 -0.3 0.7 -0.9
H 1.2362 -1.0748 -0.3332 0.7 1.8 -0.6
H 1.6841 0.2235 -1.5645 -0.2 0.0 -0.9
H 0.5863 0.9731 1.2794 0.3 -0.2 -2.2
H -1.6780 -2.6378 -1.3771 -0.8 0.8 0.4
H -2.3329 -0.9726 -1.5664 0.7 -1.0 -0.4

(2)
58
Properties=species:S:1:pos:R:3:forces:R:3 method="wB97M-V/def2-TZVPD" lumo_energy_ev=0.55 total_energy_ha=-1469.545731 de_lowest_ev=0.000 gap_ha=0.323 mol_weight_g_mol=423.479 smiles="O=C([C@@H]1CC(=O)N(C2CCCCC2)C1)N1CCN(c2cccc(C(F)(F)F)c2)CC1" multiplicity=1 e_homo_ev=-8.22
O -0.5718 2.9236 -1.1832 -0.3 0.0 0.0
C 0.5291 2.5602 -0.8140 0.1 0.1 0.4
N 1.5935 2.5850 -1.6536 0.2 0.2 -0.3
C 2.8985 2.0090 -1.4440 0.1 -0.1 0.1
H 3.1116 1.8879 -0.3852 0.0 0.0 0.0
C 2.9900 0.6375 -2.1753 0.2 0.0 0.0
N 1.9224 0.5185 -3.1441 0.3 0.1 -0.2
C 0.8120 -0.2558 -2.8464 -0.4 -0.4 0.0
C 0.9988 -1.5307 -2.2992 -0.2 0.0 0.0
C -0.0874 -2.3354 -2.0044 0.0 0.1 0.1
C -1.3858 -1.9168 -2.2608 0.1 0.0 0.0
C -1.5715 -0.6705 -2.8326 -0.1 -0.2 0.0
C -0.4980 0.1477 -3.1266 0.2 0.1 0.0
H -0.6951 1.1181 -3.5496 0.0 0.2 0.0
H -2.5712 -0.3227 -3.0417 -0.1 0.1 0.0
H -2.2222 -2.5518 -2.0184 -0.1 -0.1 0.0
C 0.1590 -3.7111 -1.4570 0.1 -0.4 0.0
F 0.3043 -4.6222 -2.4464 0.0 0.1 -0.2
F -0.8408 -4.1609 -0.6881 -0.2 0.2 0.1
F 1.2798 -3.7915 -0.7227 0.1 0.2 0.1
H 1.9927 -1.9072 -2.1149 0.1 0.0 0.0
C 1.7932 1.7248 -3.9272 0.0 0.0 0.0
H 2.7750 1.9146 -4.3731 -0.1 0.0 0.0
C 1.3729 2.9264 -3.0468 -0.3 0.1 -0.1
H 0.3144 3.1654 -3.1544 0.2 0.0 0.0
H 1.9612 3.8150 -3.2988 0.0 0.0 0.0
H 1.0848 1.5603 -4.7383 0.1 0.1 0.0
H 3.9546 0.5578 -2.6890 0.0 0.0 0.1
H 2.9170 -0.1724 -1.4532 0.0 0.0 0.0
H 3.6332 2.7064 -1.8615 0.0 0.0 0.1
C 0.7763 2.0848 0.6129 -0.2 0.0 -0.1
H 1.6947 2.5305 1.0025 0.0 -0.1 0.0
C 0.8323 0.5554 0.7118 0.0 0.0 0.1
H 1.8402 0.1447 0.7316 0.0 -0.1 0.0
C 0.1032 0.2197 2.0113 0.4 0.1 -0.4
O 0.1161 -0.8599 2.5593 0.0 -0.5 0.2
N -0.5439 1.3261 2.4197 0.0 0.3 0.1
C -0.4016 2.4521 1.5276 -0.2 0.3 -0.3
H -0.2115 3.3685 2.0933 0.0 0.0 0.0
H -1.3070 2.5958 0.9235 0.2 0.1 0.1
C -1.4446 1.3791 3.5592 0.1 -0.5 0.1
C -0.7017 1.0474 4.8556 -0.1 0.3 0.1
C -1.6516 1.1349 6.0455 0.1 -0.3 0.0
C -2.8301 0.1852 5.8563 -0.1 0.3 0.1
C -3.5719 0.5110 4.5639 0.1 -0.3 0.0
C -2.6256 0.4238 3.3712 -0.1 0.3 0.0
H -3.1540 0.6735 2.4480 0.0 0.0 -0.1
H -2.2376 -0.5912 3.2792 0.0 0.0 -0.1
H -4.4016 -0.1842 4.4244 -0.1 0.1 0.0
H -3.9877 1.5202 4.6273 -0.1 0.0 0.0
H -3.5108 0.2618 6.7067 0.0 -0.1 0.0
H -2.4607 -0.8408 5.8097 0.0 -0.1 0.0
H -1.1140 0.8851 6.9621 0.0 0.1 0.0
H -2.0218 2.1591 6.1432 0.0 0.1 0.1
H 0.1340 1.7393 4.9856 0.1 0.0 0.0
H -0.2994 0.0374 4.7744 0.1 0.0 0.0
H -1.8199 2.4080 3.6132 0.0 -0.1 0.0
H 0.2827 0.0818 -0.1053 0.0 -0.1 0.0

(3)
25
Properties=species:S:1:pos:R:3:forces:R:3 method="wB97M-V/def2-TZVPD" lumo_energy_ev=-0.03 charge=-1 total_energy_ha=-4505.263278 gap_ha=0.135 mol_weight_g_mol=394.939 multiplicity=1 e_homo_ev=-3.70
N 3.7594 0.1453 0.7352 -1.7 -0.6 -0.5
B 2.8583 -0.7081 -0.1436 -1.3 1.6 0.5
S 3.3160 -2.5430 -0.4417 0.1 -0.8 0.8
C 1.4602 -0.1924 -0.8758 -1.6 -1.9 2.8
C 0.7361 1.0716 -0.0547 -0.4 -0.8 -1.0
C -0.8904 1.0673 -0.4489 3.9 1.1 -0.7
F -0.9570 0.5240 -1.8262 -1.1 1.9 4.1
F -1.2847 2.5246 -0.3833 0.0 -4.5 -0.5
C -1.6195 0.1576 0.6995 2.5 1.0 2.9
F -1.7220 1.0372 1.9239 0.9 -2.9 -4.0
F -0.8376 -1.0348 1.1401 -2.5 4.2 -1.9
S -3.3558 -0.4078 0.3135 -4.0 -1.3 1.4
F -3.6781 0.8703 -0.7787 1.0 -2.8 2.0
F -2.8717 -1.5062 -0.9092 -0.8 2.6 2.5
F -3.1475 -1.6399 1.5369 -1.0 2.1 -2.6
F -3.9679 0.6022 1.5992 0.5 -2.0 -2.9
F -4.9758 -0.9522 0.0710 3.4 1.0 0.4
H 3.6667 1.1600 0.5082 -0.1 -1.2 0.5
H 3.5666 -0.0543 1.7488 0.6 0.3 -1.4
H 2.5098 -3.3850 0.3405 0.4 1.4 -0.7
H 1.7482 0.1623 -1.9707 -1.9 -1.6 2.2
H 0.7418 -1.1428 -0.8837 1.2 1.9 0.2
H 1.1671 2.0880 -0.4644 -0.9 -2.0 0.9
H 0.8535 0.9598 1.1120 -0.3 0.5 -2.3
Br 2.9242 1.1962 -2.5478 3.3 3.1 -2.7

(4)
24
Properties=species:S:1:pos:R:3:forces:R:3 method="wB97M-V/def2-TZVPD" lumo_energy_ev=0.93 total_energy_ha=-347.643922 de_lowest_ev=2.201 gap_ha=0.336 mol_weight_g_mol=116.208 smiles=CCC(C)(C)N(C)N multiplicity=1 e_homo_ev=-8.23
C 0.0661 -0.0472 0.3217 -2.2 0.5 -3.6
C 1.1474 -0.8078 -0.3562 3.4 -0.4 4.1
C -2.2525 0.1749 -1.0354 0.1 0.2 0.3
C -0.7162 -0.8484 1.3476 -0.1 0.2 -0.3
C 0.4243 1.3410 0.8300 0.0 -0.3 -0.2
C 2.3272 -0.9363 0.8261 -0.7 -0.5 -2.3
N -0.8108 0.0660 -1.0917 -0.1 -0.2 1.2
N -0.2463 0.9826 -2.0162 0.1 0.2 0.5
H -0.4793 0.6877 -2.9628 0.1 -0.1 0.3
H -0.6224 1.9259 -1.8847 0.0 -0.1 0.0
H 1.6113 -0.2527 -1.1655 -0.3 -0.2 -0.1
H 0.8398 -1.8183 -0.6104 -0.1 0.2 -0.2
H -2.6685 -0.6353 -0.4391 0.0 0.0 0.1
H -2.6696 0.0563 -2.0430 0.1 0.1 0.1
H -2.5976 1.1412 -0.6281 -0.1 0.0 0.0
H -1.6063 -0.3030 1.6559 -0.1 0.0 0.0
H -0.1146 -1.0071 2.2406 0.1 0.0 0.0
H -1.0119 -1.8179 0.9530 0.0 -0.1 0.0
H 0.9160 1.2770 1.7991 0.0 0.0 0.1
H -0.4842 1.9323 0.9418 0.0 0.1 0.1
H 1.1007 1.8424 0.1422 0.0 0.1 -0.1
H 2.8427 0.0135 0.9364 0.0 0.0 0.1
H 3.0260 -1.6780 0.4453 0.3 0.0 0.2
H 1.9788 -1.2889 1.7935 -0.3 0.1 -0.1

(5)
114
Properties=species:S:1:pos:R:3:forces:R:3 method="wB97M-V/def2-TZVPD" lumo_energy_ev=-4.44 charge=+1 total_energy_ha=-7172.058971 de_lowest_ev=0.000 gap_ha=0.256 mol_weight_g_mol=1108.695 multiplicity=1 e_homo_ev=-11.41
C 3.9887 4.3623 1.0790 -0.1 0.3 0.1
C 3.2248 3.5963 0.5718 0.1 -0.2 -0.3
C 2.3007 2.6974 -0.1236 0.6 -0.1 0.7
C 2.9440 1.4350 -0.7697 -0.3 -0.3 -0.2
C 4.3096 1.8188 -1.3274 0.3 -0.4 -0.3
C 2.9979 0.2749 0.2747 -0.7 0.5 1.0
C 4.1868 0.1501 1.2304 0.4 -0.1 -0.2
O 4.2102 1.3105 2.0521 -0.1 0.0 0.2
C 3.8291 1.1264 3.3387 0.2 0.4 0.0
F 2.5864 0.6307 3.4275 -0.1 0.0 0.0
F 3.8696 2.2998 3.9539 0.0 -0.3 -0.2
F 4.6450 0.2726 3.9808 -0.1 0.0 0.0
N 2.6634 -1.0907 -0.3707 0.6 0.7 -0.5
N 3.9254 -1.8123 -0.4384 -0.5 -0.7 0.1
C 4.0203 -2.9666 0.0023 -0.6 0.4 0.1
S 4.1439 -4.3762 0.5970 0.4 -0.1 -0.1
P 1.4700 -1.9759 0.6697 -0.4 -0.5 1.4
O 1.9457 -2.0274 2.0552 0.2 0.1 -0.3
C 2.2248 -0.6886 -1.8581 1.4 0.1 -1.7
O 3.4402 -0.7879 -2.5431 -0.2 0.0 0.3
C 1.3078 -1.6937 -2.5672 -0.6 0.3 0.4
C -0.0752 -1.8502 -2.1234 0.3 -0.4 0.4
C -1.1459 -2.1680 -1.6848 -0.2 0.5 -0.5
C 1.9235 0.8615 -1.8359 0.2 0.2 -0.3
Br 2.3692 1.4890 -3.6854 -0.1 0.1 0.2
C 0.4655 1.3599 -1.7610 -0.6 -0.9 0.3
C -0.3670 1.1119 -0.4781 0.7 0.3 0.0
C -0.9757 2.3819 0.1530 -0.2 -0.3 -0.4
C -2.4740 2.6071 -0.1094 0.1 -0.2 0.4
C -3.4213 1.3975 0.0464 -0.4 0.3 -0.2
C -4.2875 1.1765 -1.2058 0.5 0.4 0.1
C -3.5510 0.5798 -2.4165 -0.7 -0.1 -0.4
C -3.7529 1.3615 -3.7210 0.3 0.4 0.1
C -2.8344 2.5938 -3.8232 0.4 -0.4 0.1
C -2.2393 2.8437 -5.2108 -0.2 0.9 0.5
C -1.0542 3.8011 -5.1254 0.0 -0.3 -0.4
O -1.4524 5.0505 -4.5992 0.0 -0.1 0.1
C -1.0079 5.3598 -3.2975 -0.2 0.2 0.0
H 4.5935 5.0930 1.5596 0.1 -0.1 0.0
H 1.5644 2.3811 0.6132 -0.3 0.1 -0.2
H 1.8209 3.2893 -0.8974 -0.1 0.0 -0.1
H 4.6947 1.0975 -2.0429 0.0 -0.1 0.1
H 5.0414 1.9172 -0.5314 -0.1 0.2 0.1
H 4.2357 2.7710 -1.8442 0.0 0.1 0.1
H 2.1702 0.4606 0.9661 -0.2 -0.1 -0.1
H 5.1354 0.1081 0.7052 0.0 0.0 -0.1
H 4.0941 -0.7485 1.8360 -0.1 0.0 0.0
H 1.3592 -3.2234 0.0397 0.1 0.3 -0.4
H 0.2721 -1.2903 0.4927 0.2 0.1 -0.4
H 3.4184 -1.4940 -3.1959 0.1 -0.1 0.0
H 1.3050 -1.3853 -3.6139 0.0 0.1 -0.1
H 1.8033 -2.6675 -2.5295 0.0 -0.1 0.0
H -2.1848 -2.2520 -1.4583 0.0 -0.2 0.2
H -0.0442 0.8895 -2.6033 -0.1 0.0 0.0
H 0.4527 2.4192 -1.9918 0.1 0.1 -0.1
H -1.1192 0.3694 -0.7035 -0.2 -0.1 0.1
H 0.2797 0.6601 0.2691 0.0 -0.1 0.2
H -0.7851 2.3712 1.2259 -0.1 0.0 0.1
H -0.4441 3.2424 -0.2530 0.0 0.2 0.2
H -2.6102 3.0652 -1.0869 0.0 -0.1 -0.2
H -2.7962 3.3555 0.6143 0.0 0.2 -0.1
H -4.1112 1.6179 0.8601 0.0 -0.1 0.2
H -2.8962 0.4847 0.3340 0.1 -0.1 0.0
H -4.6572 2.1647 -1.4900 -0.1 0.0 0.0
H -5.1730 0.5977 -0.9524 0.0 -0.2 0.0
H -3.9423 -0.4237 -2.6006 0.2 -0.2 0.2
H -2.4765 0.5018 -2.2538 0.1 -0.1 0.2
H -3.5278 0.7054 -4.5618 -0.1 -0.1 -0.1
H -4.7912 1.6835 -3.7947 -0.1 -0.2 -0.2
H -3.3190 3.5030 -3.4716 -0.1 0.0 0.0
H -1.9933 2.4338 -3.1356 0.1 0.0 0.0
H -1.9420 1.9169 -5.6986 0.0 -0.1 -0.1
H -2.9886 3.3648 -5.8091 -0.1 -0.3 -0.3
H -0.6516 3.9727 -6.1261 0.0 0.1 0.0
H -0.2484 3.3522 -4.5335 0.0 0.1 0.1
H -0.2184 6.1128 -3.3305 0.2 -0.1 0.0
H -1.8392 5.7846 -2.7323 -0.1 0.0 0.0
H -0.6605 4.4778 -2.7553 0.1 -0.1 0.0
C -9.9018 -1.2160 0.6023 -0.4 0.1 0.4
C -8.7745 -0.3005 0.1044 0.2 -0.3 0.1
C -8.8611 0.2206 -1.3315 0.0 0.1 -0.1
F -8.8081 -0.7894 -2.2207 0.0 0.0 0.0
F -7.7964 1.0288 -1.5560 0.0 0.0 0.0
F -7.5733 -0.8898 0.3024 0.0 0.0 0.0
F -8.8160 0.8145 0.8892 -0.1 0.1 0.0
O -9.6483 -2.6065 0.6026 0.4 0.0 -0.3
C -9.9123 -3.3909 -0.4897 -0.2 0.1 0.2
C -8.6398 -4.0784 -0.9953 0.1 -0.1 0.0
F -7.7233 -3.1585 -1.3653 0.0 0.0 0.0
F -8.9462 -4.8313 -2.0722 0.0 0.0 0.0
F -10.5298 -2.7124 -1.4709 0.0 0.0 0.0
F -10.7459 -4.3754 -0.0928 -0.1 0.0 0.0
H -10.0122 -0.9679 1.6566 0.0 0.0 0.0
H -10.8521 -0.9739 0.1260 0.1 0.0 -0.2
H -9.7783 0.7944 -1.4856 0.0 0.0 0.0
H -8.2199 -4.7115 -0.2116 0.0 0.0 0.0
C 6.5804 -3.4930 6.8477 -0.5 -0.1 0.3
C 7.6309 -2.3764 6.9400 0.2 -0.3 0.0
C 7.6223 -1.3067 5.8446 0.0 0.2 0.0
F 7.8860 -1.8482 4.6353 0.0 0.0 0.0
F 8.5824 -0.3976 6.1150 0.0 0.0 0.0
F 8.8630 -2.9089 7.0537 0.0 0.0 0.0
F 7.3607 -1.7017 8.0935 -0.1 0.1 0.0
O 7.0024 -4.7377 6.3215 0.5 0.2 -0.2
C 6.9733 -5.0132 4.9851 -0.2 0.0 0.3
C 8.3688 -5.3451 4.4490 0.1 -0.1 0.0
F 9.1924 -4.2966 4.6192 0.0 0.0 0.0
F 8.2670 -5.6002 3.1220 0.0 0.0 0.0
F 6.4028 -4.0270 4.2653 0.0 0.0 0.0
F 6.2132 -6.1203 4.8125 -0.1 0.0 -0.1
H 6.3267 -3.7203 7.8815 0.0 0.0 0.0
H 5.6638 -3.1398 6.3742 0.1 0.1 -0.2
H 6.6548 -0.7975 5.8113 0.0 0.0 0.0
H 8.7747 -6.2186 4.9616 0.0 0.0 0.0